Molecular formula: C30H49AlO29PS
Method: DFT, ωB97M-V/def2-TZVPD

Calculated values
Net charge: -1

Last column: Mulliken charge in e.
Atoms and positions in Å:
C 5.1391 1.6199 1.3666  -0.926
C 3.6185 1.6962 1.1127  0.326
C 2.9953 2.8184 1.9308  -0.295
O 1.5922 2.8878 1.8932  -0.254
Al 0.4972 2.0240 0.8504  0.041
C -0.0780 0.2836 1.6425  -0.675
C -0.9201 -0.5568 0.6633  -1.243
C -0.1281 -1.4920 -0.2557  0.236
S 0.9793 -2.5950 0.5721  1.056
O 1.1197 -3.8073 -0.1896  -0.749
O 2.1757 -1.9261 0.9811  -0.509
O 0.1441 -3.0086 1.8610  -0.518
P -1.6110 3.2166 0.7628  0.172
O -2.5781 3.0069 1.9179  -0.585
H 5.3910 0.6937 1.8857  0.368
H 5.4958 2.4625 1.9594  0.279
H 5.6825 1.6021 0.4245  -0.014
H 3.1536 0.7392 1.3607  -0.161
H 3.4549 1.9018 0.0531  0.296
H 3.3037 2.7130 2.9781  0.119
H 3.4177 3.7776 1.5931  0.202
H 0.9195 1.8469 -0.7050  -0.451
H 0.7797 -0.2605 2.0503  0.504
H -0.7170 0.5506 2.4926  0.366
H -1.4556 0.1057 -0.0236  0.383
H -1.6924 -1.1432 1.1703  0.366
H -0.8244 -2.1356 -0.7949  -0.140
H 0.4885 -0.9373 -0.9662  0.358
H -0.0695 -2.1847 2.3469  0.436
H -1.4612 4.6007 0.4556  -0.013
H -2.2391 2.8211 -0.4559  -0.013
C 0.7381 -4.2838 -3.2782  0.963
C 2.1364 -4.2241 -3.8546  -0.349
O 1.8776 -3.9892 -5.2501  -0.368
C 0.6549 -3.4190 -5.3596  0.644
O 0.2227 -2.9821 -6.3851  -0.681
O 0.0057 -3.4386 -4.1903  -0.259
H 0.6744 -3.9259 -2.2560  -0.518
H 0.3164 -5.2882 -3.3331  -0.084
H 2.7190 -3.3940 -3.4538  0.273
H 2.6940 -5.1497 -3.7411  0.308
C -4.6011 3.5556 4.0231  -0.056
C -5.7526 4.0524 3.1783  -0.236
O -6.7583 4.3470 4.1696  -0.341
C -6.1378 4.5621 5.3438  0.615
O -6.6838 4.9893 6.3220  -0.585
O -4.8403 4.2433 5.2752  -0.324
H -3.6262 3.7980 3.6113  0.230
H -4.6515 2.4826 4.2063  0.162
H -5.5095 4.9723 2.6462  0.260
H -6.1313 3.3164 2.4768  0.264
C -1.0655 -1.2634 -9.9602  -0.327
C -1.4457 -1.0633 -8.5049  0.236
O -1.0634 0.3012 -8.2875  -0.310
C -1.0477 0.9436 -9.4730  0.672
O -0.9328 2.1173 -9.6177  -0.528
O -1.1810 0.0576 -10.4949  -0.351
H -1.7263 -1.9361 -10.5006  0.291
H -0.0326 -1.5985 -10.0716  0.276
H -2.5220 -1.1523 -8.3455  0.218
H -0.9173 -1.7259 -7.8269  -0.087
C -7.6695 5.3856 9.2924  -0.091
C -6.7948 4.6089 10.2569  -0.280
O -7.4407 4.8435 11.5155  -0.338
C -8.7362 5.1590 11.2781  0.656
O -9.5718 5.2487 12.1213  -0.543
O -8.9428 5.3537 9.9608  -0.323
H -7.7409 4.9385 8.3082  0.227
H -7.3557 6.4254 9.1935  0.182
H -6.8049 3.5371 10.0530  0.258
H -5.7678 4.9594 10.2999  0.281
C 0.9069 -7.6306 -7.1238  -0.306
C 1.7440 -8.2897 -6.0406  -0.296
O 1.1141 -7.8142 -4.8456  -0.337
C -0.1585 -7.4697 -5.1410  0.716
O -0.9798 -7.1744 -4.3317  -0.587
O -0.3620 -7.4857 -6.4735  -0.334
H 0.7916 -8.2321 -8.0206  0.295
H 1.2756 -6.6386 -7.3883  0.247
H 1.6722 -9.3782 -6.0620  0.276
H 2.7883 -7.9914 -6.0471  0.293
C 2.8647 5.7934 5.7198  -0.322
C 4.1347 6.0596 6.5114  -0.350
O 4.8767 4.8563 6.3082  -0.369
C 4.4372 4.2702 5.1592  0.644
O 4.9521 3.3463 4.6256  -0.463
O 3.3248 4.8953 4.7144  -0.231
H 2.4393 6.6779 5.2539  0.274
H 2.0999 5.2922 6.3157  0.266
H 4.7059 6.8970 6.1054  0.256
H 3.9686 6.2133 7.5744  0.292
C 9.4150 0.0560 -1.4658  -0.305
C 8.0675 -0.0855 -2.1537  -0.294
O 7.3003 0.9346 -1.5206  -0.298
C 8.1410 1.8743 -1.0249  0.644
O 7.8037 2.9181 -0.5803  -0.492
O 9.4281 1.4385 -1.1092  -0.341
H 10.2633 -0.1655 -2.1080  0.282
H 9.4781 -0.5423 -0.5550  0.258
H 8.1242 0.1285 -3.2229  0.248
H 7.5915 -1.0501 -1.9999  0.289
C -3.0775 -5.5824 -2.1621  0.065
C -4.5130 -5.2854 -2.5565  -0.414
O -4.7785 -4.0675 -1.8562  -0.392
C -3.5961 -3.4488 -1.6120  0.638
O -3.4830 -2.3435 -1.1943  -0.485
O -2.5644 -4.2712 -1.9069  -0.204
H -2.5093 -6.0724 -2.9466  0.008
H -3.0112 -6.1665 -1.2424  0.229
H -4.6149 -5.1010 -3.6275  0.288
H -5.2224 -6.0494 -2.2500  0.318


Molecular formula: C6H7BN4O2
Method: DFT, ωB97M-V/def2-TZVPD

Calculated values
Net charge: 0
ΔE to the lowest compared entry with this formula, charge and spin (kJ/mol): 17.7
Structure (SMILES): B(On1cccn1)On1cccn1

Last column: natural (NBO) charge in e.
Atoms and positions in Å:
B -3.0346 0.4494 -0.1159  0.958
O -2.5808 -0.8118 -0.4159  -0.503
N -1.3628 -1.2751 -0.0105  0.111
C -0.2794 -1.4904 -0.7265  -0.071
C 0.6209 -1.9993 0.1927  -0.336
C 0.0000 -1.8493 1.4568  -0.049
N -1.2188 -1.4130 1.2543  -0.277
O -2.3654 1.5277 0.3249  -0.492
N -1.0343 1.6575 0.3766  0.119
C -0.2215 1.4890 -0.6687  -0.085
C 1.0180 1.6416 -0.2374  -0.334
C 0.9335 1.7227 1.1602  -0.069
N -0.4100 1.6957 1.5255  -0.238
H -4.1381 0.5405 -0.3814  -0.093
H -0.2476 -1.2790 -1.8557  0.238
H 1.6041 -2.1310 0.0286  0.217
H 0.3694 -2.3035 2.4688  0.226
H -0.5429 1.2703 -1.7252  0.228
H 1.8729 1.4305 -0.8078  0.228
H 1.7075 1.9675 1.8912  0.221


Molecular formula: C10H18N2O5
Method: DFT, ωB97M-V/def2-TZVPD

Calculated values
Net charge: 0
ΔE to the lowest compared entry with this formula, charge and spin (kJ/mol): 395.4
Structure (SMILES): CC(C)C[C@H](N)C(=O)N[C@@H](CC(=O)O)C(=O)O

Last column: natural (NBO) charge in e.
Atoms and positions in Å:
C 2.9754 1.7078 0.3833  -0.612
C 2.8511 1.0172 -0.9900  -0.198
C 4.1266 0.0538 -1.2535  -0.620
C 1.5296 0.1525 -1.0266  -0.454
C 1.4579 -1.2413 -0.3031  -0.152
N 0.7380 -2.2588 -0.9021  -0.833
C 1.1328 -1.0476 1.2324  0.667
O 1.7489 -1.7008 2.1033  -0.612
N -0.0172 -0.3328 1.5144  -0.629
C -1.0239 0.0528 0.5099  -0.155
C -2.4487 -0.4011 0.8605  -0.547
C -3.1408 -0.5233 -0.3674  0.777
O -4.0965 0.0557 -0.8267  -0.587
O -2.6197 -1.5573 -1.0158  -0.672
C -1.2288 1.6596 0.3520  0.761
O -0.3681 2.4120 0.6257  -0.554
O -2.2000 2.1749 -0.3311  -0.667
H 3.9206 2.1276 0.7220  0.216
H 2.2432 2.4424 0.5025  0.224
H 2.5809 0.8691 1.0320  0.192
H 2.8155 1.8481 -1.6892  0.205
H 3.8193 -0.7236 -2.0241  0.201
H 4.3361 -0.4378 -0.2062  0.209
H 5.0404 0.5030 -1.5802  0.214
H 0.7884 0.6079 -0.3841  0.231
H 1.4077 -0.2355 -2.0686  0.234
H 2.4204 -1.7306 -0.3027  0.229
H 0.9768 -3.1034 -0.4579  0.380
H -0.1936 -2.1992 -1.1842  0.367
H -0.3374 -0.4679 2.4346  0.402
H -0.6251 -0.3140 -0.4777  0.270
H -2.9946 0.3070 1.6038  0.243
H -2.4973 -1.3378 1.3684  0.269
H -2.8733 -1.3401 -1.8991  0.499
H -2.9761 1.6668 -0.5028  0.501


Molecular formula: C22H57ClN3O12
Method: DFT, ωB97M-V/def2-TZVPD

Calculated values
Net charge: -1
ΔE to the lowest compared entry with this formula, charge and spin (kJ/mol): 0.0

Last column: Mulliken charge in e.
Atoms and positions in Å:
Cl 2.1868 1.9290 1.2181  1.657
O 0.7867 1.7820 0.8465  -0.637
O 2.9451 1.9929 -0.0126  -0.618
O 2.3988 3.1338 1.9656  -0.740
O 2.5551 0.7428 1.9719  -0.652
C -3.3742 3.7429 0.8544  -0.807
C -1.9641 4.1787 0.4792  0.000
O -1.1955 4.4192 1.6481  -0.572
H -3.9195 3.4638 -0.0497  0.322
H -3.9384 4.5330 1.3533  0.283
H -3.2970 2.8899 1.5274  0.040
H -1.9506 5.0421 -0.1959  0.278
H -1.5092 3.3557 -0.0852  0.118
H -0.3537 3.9619 1.5459  0.338
C 4.2539 -1.2806 4.9319  -0.906
C 5.0359 -0.2826 4.0931  -0.229
O 5.0232 -0.6189 2.7105  -0.537
H 4.1451 -0.8367 5.9331  0.286
H 4.9065 -2.1302 5.1634  0.285
H 3.3153 -1.6069 4.5042  0.265
H 6.0757 -0.2524 4.4289  0.286
H 4.6386 0.7300 4.2087  0.227
H 4.3485 -0.0487 2.3202  0.363
C -7.6115 -2.2482 7.7107  -0.699
O -6.7674 -2.6423 6.6540  -0.361
C -5.4099 -2.2637 6.8104  -0.404
C -5.1459 -0.8517 6.2844  -0.674
N -5.1674 -0.7063 4.8419  -0.343
C -4.0068 -1.3065 4.1794  -0.422
C -2.9069 -0.2702 3.9829  -0.245
O -1.6610 -0.9342 4.0288  -0.367
C -0.6088 -0.1055 3.5952  -0.386
H -8.5103 -2.8591 7.6906  0.253
H -7.9229 -1.1981 7.6092  0.263
H -7.1100 -2.3383 8.6811  0.323
H -4.8391 -3.0077 6.2510  0.267
H -5.0850 -2.3111 7.8590  0.367
H -4.1718 -0.5239 6.6615  0.299
H -5.9072 -0.2057 6.7348  0.353
H -6.0024 -1.1749 4.5066  0.277
H -4.3468 -1.6105 3.1892  0.400
H -3.5797 -2.1645 4.7097  0.115
H -2.9568 0.4857 4.7789  0.267
H -3.0645 0.2353 3.0226  0.105
H -0.6496 0.0448 2.5072  0.090
H 0.3463 -0.5940 3.7782  0.143
H -0.6045 0.8915 4.0483  0.355
C -0.0200 -1.4453 -0.1676  -0.725
O 0.1894 -2.6493 -0.8588  -0.417
C 1.1060 -2.5000 -1.9061  -0.488
C 1.1083 -3.7473 -2.7611  -0.750
N 0.1490 -3.6697 -3.8908  -0.371
C -1.2362 -3.4957 -3.4721  -0.534
C -1.9333 -4.7987 -3.1317  -0.541
O -1.7837 -5.6927 -4.2107  -0.331
C -2.4223 -6.9217 -3.9705  -0.758
H -0.4750 -0.6729 -0.8039  0.368
H 0.9395 -1.0127 0.1507  0.339
H -0.6316 -1.5496 0.7250  0.231
H 2.1370 -2.3912 -1.5337  0.548
H 0.9280 -1.6308 -2.5553  0.284
H 0.8537 -4.6074 -2.1282  0.274
H 2.0888 -3.8793 -3.2181  0.431
H 0.1687 -4.5544 -4.3881  0.289
H -1.7794 -3.0382 -4.3097  0.329
H -1.3470 -2.8108 -2.6358  0.200
H -2.9898 -4.6452 -2.8709  0.424
H -1.4814 -5.2120 -2.2135  0.331
H -3.5109 -6.8130 -4.0170  0.281
H -2.1575 -7.3485 -2.9949  0.327
H -2.0770 -7.6243 -4.7274  0.245
C 3.5546 0.3030 -3.1014  -0.631
O 4.4167 1.0842 -3.8931  -0.435
C 4.7586 2.3151 -3.2532  -0.442
C 3.5856 3.2561 -3.1384  -0.851
N 3.0307 3.6843 -4.4246  -0.250
C 3.8405 4.6914 -5.1010  -0.444
C 3.1601 5.2225 -6.3324  -0.579
O 3.4557 4.3928 -7.4411  -0.279
C 3.1453 5.0038 -8.6752  -0.731
H 4.0346 0.0458 -2.1520  0.336
H 3.3105 -0.6006 -3.6693  0.214
H 2.5627 0.7257 -2.8991  0.312
H 5.5110 2.7571 -3.9120  0.305
H 5.1875 2.0825 -2.2715  0.403
H 3.8687 4.0697 -2.4627  0.354
H 2.7803 2.7723 -2.5777  0.276
H 2.9979 2.8228 -4.9673  0.289
H 4.8833 4.4013 -5.2742  0.241
H 3.8793 5.5266 -4.3870  0.363
H 3.5340 6.2371 -6.5287  0.391
H 2.0792 5.2166 -6.1643  0.325
H 3.3225 4.2504 -9.4343  0.237
H 3.7499 5.9083 -8.8342  0.288
H 2.1047 5.3602 -8.6915  0.296


Molecular formula: C3H14N2O2
Method: DFT, ωB97M-V/def2-TZVPD

Calculated values
Net charge: 0
ΔE to the lowest compared entry with this formula, charge and spin (kJ/mol): 168.1
Structure (SMILES): C[C@@H](N)CN.O.O

Last column: natural (NBO) charge in e.
Atoms and positions in Å:
C 2.2542 -1.0977 -1.5026  -0.632
C 1.4183 -0.2465 -0.5660  -0.057
N 2.1160 -0.0418 0.7040  -0.882
C 1.2004 1.1706 -1.1649  -0.215
N 0.4206 1.9540 -0.2321  -0.901
H 2.1160 -0.6468 -2.5023  0.204
H 1.9873 -2.1430 -1.6439  0.216
H 3.3275 -1.1003 -1.2957  0.210
H 0.4081 -0.7150 -0.5335  0.177
H 2.5324 -0.8394 1.1244  0.382
H 2.4609 0.8976 0.6683  0.381
H 2.2423 1.4723 -1.2845  0.176
H 0.6618 1.2236 -2.1169  0.189
H -0.1614 1.3817 0.3474  0.365
H 0.3923 2.9006 0.0619  0.387
O -2.8381 -2.1955 0.4210  -0.944
H -3.1882 -2.8749 1.0009  0.472
H -2.9789 -1.3524 0.8182  0.472
O -4.8755 0.4296 2.3303  -0.939
H -4.0438 0.9349 2.3992  0.467
H -5.4522 0.8883 2.9669  0.472


Molecular formula: C43H32CuIO3P2
Method: DFT, ωB97M-V/def2-TZVPD

Calculated values
Net charge: 0

Last column: Mulliken charge in e.
Atoms and positions in Å:
Cu -0.2077 0.7452 -1.0827  -0.420
O 1.1591 -1.7501 0.7775  0.676
C 2.4825 -1.4203 0.5959  0.254
C 3.4902 -2.3566 0.4102  -0.722
C 4.7906 -1.9193 0.1951  -0.948
C 5.0880 -0.5685 0.1576  -1.035
C 4.0672 0.3578 0.3203  -1.331
C 2.7538 -0.0487 0.5435  0.141
P 1.3540 1.1147 0.4902  3.829
C 2.1434 2.7456 0.4019  -0.060
C 2.8913 3.2374 1.4738  -0.123
C 3.4725 4.4902 1.3968  -0.764
C 3.3022 5.2643 0.2534  -0.520
C 2.5464 4.7880 -0.8046  -0.748
C 1.9642 3.5290 -0.7305  -0.372
C 0.6443 1.1526 2.1670  0.288
C 1.0485 0.3351 3.2137  -0.290
C 0.4387 0.4439 4.4558  -0.683
C -0.5682 1.3767 4.6582  -0.629
C -0.9700 2.1996 3.6141  -0.485
C -0.3760 2.0836 2.3676  -0.529
C 0.8003 -3.0789 0.8988  0.301
C 1.3341 -3.8402 1.9279  -0.494
C 0.9832 -5.1747 2.0530  -0.717
C 0.1067 -5.7475 1.1458  -0.830
C -0.4468 -4.9655 0.1464  -0.584
C -0.1377 -3.6099 0.0067  0.073
P -1.2652 -2.7029 -1.1228  -0.683
C -2.2722 -1.9070 0.1934  0.625
C -3.1079 -2.8175 0.8525  -0.698
C -3.8894 -2.4272 1.9250  -0.765
C -3.8686 -1.1059 2.3506  -0.864
C -3.0746 -0.1877 1.6865  -0.814
C -2.2840 -0.5868 0.6157  1.596
C -0.2303 -1.4429 -1.9667  1.212
C 1.1364 -1.7130 -2.1851  -0.891
C 1.8892 -0.9449 -3.0458  -0.379
C 1.3004 0.1247 -3.7240  -1.251
C -0.0567 0.3587 -3.5917  0.115
C -0.8446 -0.4491 -2.7551  -1.306
H 3.2776 -3.4151 0.4226  0.529
H 5.5719 -2.6542 0.0503  0.420
H 6.1023 -0.2339 -0.0102  0.436
H 4.2886 1.4139 0.2595  0.512
H 3.0060 2.6385 2.3704  0.444
H 4.0503 4.8708 2.2289  0.406
H 3.7499 6.2481 0.1991  0.391
H 2.3891 5.4015 -1.6815  0.427
H 1.3346 3.1694 -1.5359  0.085
H 1.8464 -0.3834 3.0696  0.323
H 0.7557 -0.1974 5.2681  0.459
H -1.0397 1.4623 5.6286  0.394
H -1.7527 2.9315 3.7678  0.494
H -0.7043 2.7098 1.5427  0.295
H 2.0299 -3.3796 2.6174  0.513
H 1.4026 -5.7657 2.8564  0.423
H -0.1595 -6.7925 1.2264  0.435
H -1.1579 -5.4017 -0.5447  0.512
H -3.1373 -3.8485 0.5181  0.446
H -4.5210 -3.1506 2.4239  0.420
H -4.4783 -0.7933 3.1885  0.404
H -3.0617 0.8499 1.9926  0.576
H -1.7276 0.1929 0.1058  -0.151
H 1.6019 -2.5425 -1.6704  0.537
H 2.9403 -1.1650 -3.1801  0.443
H 1.8918 0.7516 -4.3776  0.435
H -0.5325 1.1495 -4.1551  0.553
H -1.9233 -0.3360 -2.7547  0.666
I -5.7320 -0.8046 -5.0455  0.088
C -4.5874 0.5013 -3.8863  -0.211
C -3.7905 1.4511 -4.5079  -0.383
C -3.0252 2.3098 -3.7303  -0.548
C -3.0241 2.2041 -2.3448  0.401
C -3.8525 1.2657 -1.7413  -0.313
C -4.6405 0.4148 -2.5026  -0.423
C -2.1201 3.0948 -1.5110  -0.406
O -2.2956 4.3001 -1.5303  -0.695
O -1.2118 2.4738 -0.8381  -0.514
H -3.7691 1.5244 -5.5868  0.396
H -2.4199 3.0741 -4.2030  0.557
H -3.8814 1.1911 -0.6631  0.627
H -5.2803 -0.3128 -2.0216  0.421


What are the Kohn-Sham gap values for these records? In order: 6.663 9.925 9.287 8.895 8.805 8.550 eV.
What are the E_HOMO values for these records? In order: -5.276 -9.262 -9.080 -6.592 -8.296 -8.101 eV.